DFT (ωB97M-V/def2-TZVPD) results for a molecular structure, C6H24FMgO6 in a non-equilibrium geometry.

**Charge**: +1
**Kohn-Sham gap**: 7.9 eV

The geometry in XYZ format:
```
38
Properties=species:S:1:pos:R:3:forces:R:3
Mg 1.298028 -0.991546 1.228662 -1.600 0.978 -0.670
F 0.384735 -0.225425 -0.230262 0.728 -0.364 0.459
C 2.179338 1.953565 2.023761 -0.919 1.244 1.235
O 1.203263 0.907670 2.167627 1.152 -0.702 -0.222
H 2.573916 2.253648 3.001434 0.357 -0.677 -0.033
H 2.974150 1.692517 1.337251 -0.119 -0.030 -0.210
H 1.637095 2.870450 1.777661 0.321 -0.153 -0.840
H 0.335929 1.303086 2.383219 -0.154 0.039 0.174
C 0.487110 1.707280 -3.164131 -0.260 0.057 -0.162
O -0.377302 2.003468 -2.083926 -0.004 0.361 0.137
H 0.061819 2.144462 -4.067442 -0.145 -0.011 0.092
H 1.478745 2.154691 -3.052842 0.084 -0.222 0.153
H 0.535668 0.626009 -3.319861 0.337 0.008 -0.053
H -0.029809 1.593740 -1.284449 0.069 -0.276 -0.071
C -1.297062 -1.708082 -3.521687 0.359 0.123 0.058
O -1.488432 -1.155727 -2.234468 -0.160 -0.220 0.160
H -2.255281 -2.069453 -3.885342 -0.035 0.017 0.046
H -0.909247 -0.967907 -4.227074 -0.088 -0.009 -0.059
H -0.592478 -2.549934 -3.500796 -0.055 -0.039 -0.062
H -0.683722 -0.730607 -1.911874 -0.055 0.018 0.028
C 1.288614 -3.223926 -0.795630 1.016 -0.636 -1.240
O 0.935613 -2.913520 0.551871 0.495 0.401 0.035
H 0.441519 -3.385659 -1.456800 -0.269 0.130 0.302
H 1.904023 -2.441462 -1.244762 -0.388 0.450 0.400
H 1.958633 -4.087466 -0.850253 -0.360 -0.209 0.347
H 0.237393 -3.498111 0.858899 0.003 0.010 0.042
C -1.313353 -1.012207 2.491376 0.003 -1.338 0.135
O 0.077255 -1.473038 2.733763 -0.915 0.373 0.011
H -1.691600 -0.660437 3.444924 -0.180 0.280 -0.165
H -1.398935 -0.301860 1.677985 0.560 0.265 0.102
H -1.842467 -1.910791 2.166356 -0.303 0.216 0.151
H 0.001583 -2.016022 3.522499 0.461 -0.083 0.013
C -1.256964 2.754616 1.218306 -0.023 0.557 0.161
O -1.107105 2.311402 2.582994 0.405 0.056 -0.240
H -0.334372 3.245175 0.907856 0.205 -0.440 0.019
H -1.489685 1.902656 0.584098 -0.096 0.176 -0.250
H -1.975125 3.570040 1.131768 -0.395 -0.370 0.057
H -1.951489 2.328702 3.039291 -0.033 0.023 -0.037
```
Positions in Å, forces in eV/Å.

DFT (ωB97M-V/def2-TZVPD) results for 7 unconnected molecules or ions with the total composition C6H24FN12O6 in a non-equilibrium geometry.

**<S²>**: 0.76
**2S+1**: 2
**Energy relative to the best compared isomer or geometry (same formula, charge and spin)**: 23.9 kcal per mole
**Kohn-Sham gap (spin up / spin down)**: 9.2 / 3.3 eV

The geometry in XYZ format:
```
49
Properties=species:S:1:pos:R:3:forces:R:3
F -0.503208 -0.180588 0.450956 0.596 -0.235 -0.509
C 0.125570 -2.217171 3.627498 2.551 -0.472 4.018
O 0.563426 -2.691503 4.668189 -0.465 -1.004 0.514
N 0.909494 -1.476741 2.905598 3.095 1.778 -2.882
N -1.077173 -2.228816 3.206015 -5.300 -0.917 -1.526
H 0.522514 -0.908298 2.165868 0.393 0.422 0.131
H 1.843482 -1.387952 3.279613 -0.178 0.388 -0.343
H -1.820482 -2.584605 3.789975 0.180 0.016 -0.295
H -1.274460 -1.839198 2.295317 -0.475 0.005 0.341
C 2.564535 -1.520367 -1.119152 2.984 -1.842 -0.502
O 3.528190 -2.139129 -1.495313 0.747 -0.622 -1.255
N 2.235498 -1.381212 0.123721 -1.034 0.016 2.790
N 1.722934 -0.854363 -1.885858 -2.274 1.178 -2.047
H 1.396185 -0.826442 0.212539 -0.319 -0.049 1.713
H 2.550396 -2.108599 0.749692 -0.140 0.470 0.440
H 1.094980 -0.266113 -1.356952 -0.484 0.722 -0.885
H 1.651341 -0.999366 -2.882828 0.160 0.313 -0.033
C -0.107374 2.033015 -2.888450 4.088 -0.950 0.257
O 1.091000 1.997505 -2.635634 1.009 0.172 -1.209
N -1.004158 1.567063 -2.106513 -4.336 -1.902 3.042
N -0.652639 2.347838 -4.022432 -1.080 1.624 -3.201
H -0.898769 1.077081 -1.229638 0.477 0.251 0.328
H -1.840870 1.380535 -2.640580 -0.305 -0.394 1.053
H -0.103013 2.544329 -4.846698 -0.380 0.456 0.300
H -1.594884 2.653688 -3.825648 0.070 0.448 -1.612
C -1.018442 -3.374718 -1.004813 -2.204 -9.679 1.123
O -1.578587 -4.342497 -1.521504 0.440 0.300 0.209
N -1.078639 -2.215489 -1.380792 0.439 9.987 -3.690
N -0.411344 -3.385603 0.179332 2.166 -1.406 3.565
H -1.772185 -1.815784 -1.996696 0.235 -0.418 -0.134
H -0.615424 -1.640883 -0.691329 -0.867 1.846 -0.424
H 0.121132 -2.599953 0.524763 -0.267 -0.066 0.032
H -0.561705 -4.093696 0.883671 0.061 -0.333 -0.550
C 2.782193 3.187795 0.272726 -2.075 -2.372 2.468
O 3.030200 3.314014 1.432812 0.474 0.090 2.827
N 1.884003 2.297468 -0.234072 -0.496 -1.059 -0.174
N 3.318703 3.881949 -0.650482 2.068 2.722 -4.541
H 1.757071 2.288042 -1.236017 -0.354 -0.269 0.313
H 1.265774 1.698974 0.294788 0.303 0.484 0.483
H 4.032066 4.575877 -0.478198 -0.308 -0.316 0.004
H 2.995821 3.657173 -1.580706 0.642 0.692 -0.122
C -3.639651 1.215652 1.919069 -1.239 0.671 -1.197
O -4.662332 1.576365 2.458603 -0.068 0.088 1.014
N -3.506325 1.086185 0.607378 -1.074 -0.348 -4.616
N -2.436411 0.943256 2.353321 2.565 -0.355 4.638
H -2.616503 0.753215 0.264669 -0.469 0.187 -0.328
H -4.244817 1.296951 -0.048601 0.080 -0.174 0.398
H -1.714270 0.544945 1.770267 0.112 0.216 0.215
H -2.252842 1.160169 3.322524 0.259 -0.360 -0.140
```
Positions in Å, forces in eV/Å.

DFT (ωB97M-V/def2-TZVPD) results for 6 unconnected molecules or ions with the total composition C6H24N2O5 in a non-equilibrium geometry.

**Structure (SMILES)**: C/C(=C\N)C[C@H](C)N.O.O.O.O.O
**Energy relative to the best compared isomer or geometry (same formula, charge and spin)**: 75.7 kcal per mole
**Kohn-Sham gap**: 7.7 eV

The geometry in XYZ format:
```
37
Properties=species:S:1:pos:R:3:forces:R:3
C -0.642040 0.580239 -1.661731 -2.201 -3.732 -4.041
C 0.056832 0.445839 -0.415806 1.984 1.314 1.553
C 1.392252 0.635255 -0.266228 -1.178 -0.641 2.470
N 2.224819 1.086801 -1.212553 0.374 0.538 -2.291
C -0.702514 -0.023552 0.790871 -2.416 0.123 0.236
C -0.405254 -1.529296 1.004600 -1.637 -2.144 0.504
C -1.126361 -2.043871 2.273175 0.250 -2.540 1.912
N 1.007681 -1.910649 1.089197 0.139 0.237 -1.575
H -1.375770 -0.384861 -1.605835 0.696 2.611 -0.368
H -1.171801 1.473352 -2.123486 0.162 -0.697 1.259
H -0.091746 0.181942 -2.591165 0.078 0.798 1.221
H 1.770393 0.354644 0.763347 0.041 0.803 -1.639
H 1.799194 1.468297 -2.048931 -0.031 -0.176 0.236
H 3.170006 1.398700 -1.173379 0.316 -0.259 0.972
H -1.908297 0.012097 0.548552 2.902 -0.067 0.615
H -0.590040 0.664106 1.721547 0.120 -1.489 -1.511
H -0.873389 -2.156970 0.130603 0.940 1.396 1.257
H -0.531502 -2.864730 2.813287 -0.156 0.859 -1.138
H -1.220860 -1.403370 3.149423 -0.218 0.885 -0.477
H -2.060876 -2.636536 2.191541 0.044 0.959 -0.629
H 1.213694 -2.825748 1.436808 -0.833 -0.814 -0.080
H 1.474358 -1.353271 1.737499 0.720 1.469 1.254
O 1.616089 -3.117848 -1.635228 0.301 -0.794 -0.260
H 1.198289 -2.340922 -1.988923 -0.237 0.548 -0.083
H 2.003600 -2.828944 -0.806453 -0.186 0.321 0.297
O 0.504258 3.574148 -1.937718 -0.958 -1.759 -0.139
H -0.045080 2.981876 -2.511704 0.654 1.194 0.084
H 0.426330 2.999344 -1.141218 0.537 0.704 -0.083
O -1.055439 3.062210 0.411437 -0.218 -0.037 -0.074
H -0.749212 3.923958 0.003145 -1.169 -2.023 -0.155
H -1.452680 2.320949 -0.151205 1.059 2.423 0.567
O 1.367332 0.393985 3.284818 -2.121 1.400 0.544
H 2.210961 0.309109 3.655612 2.312 -0.572 0.624
H 1.005003 1.076165 3.907354 -0.057 -0.817 -1.071
O -3.762956 -1.516114 -1.581605 0.113 -1.236 0.970
H -4.110878 -0.700499 -1.244623 -0.132 0.673 -0.300
H -3.508954 -1.460495 -2.491227 0.003 0.542 -0.661
```
Positions in Å, forces in eV/Å.

DFT (ωB97M-V/def2-TZVPD) results for 6 unconnected molecules or ions with the total composition C6H24N2O5 in a non-equilibrium geometry.

**Structure (SMILES)**: C=CCCNCCN.O.O.O.O.O
**Energy relative to the best compared isomer or geometry (same formula, charge and spin)**: 26.3 kcal per mole
**Kohn-Sham gap**: 9.4 eV

The geometry in XYZ format:
```
37
Properties=species:S:1:pos:R:3:forces:R:3
C -1.563080 2.463833 1.961542 0.179 0.624 -0.225
C -1.501034 1.201434 1.568031 -0.240 0.459 -0.472
C -2.268460 0.699629 0.374464 -0.267 0.014 -0.552
C -1.766115 -0.641381 -0.216050 -0.536 0.445 1.483
N -0.758688 -0.448477 -1.271678 -0.289 -0.772 -0.101
C 0.599128 -0.857146 -0.918205 1.242 0.194 0.031
C 1.548995 -0.864812 -2.137130 -0.348 0.474 0.154
N 2.358984 0.342533 -2.319104 0.122 -0.164 0.070
H -0.905845 2.927617 2.680585 -0.009 -0.387 0.594
H -2.192235 3.204065 1.473035 -0.086 -0.262 -0.216
H -0.874764 0.486803 2.072282 0.321 -0.161 0.172
H -3.334185 0.701137 0.635797 0.079 -0.492 -0.033
H -2.201281 1.405283 -0.457244 0.044 0.281 0.252
H -1.390215 -1.197722 0.650572 0.348 -0.133 -0.412
H -2.640336 -1.218373 -0.522107 0.137 0.067 -0.631
H -1.041361 -1.004219 -2.070950 0.001 0.038 -0.042
H 1.008644 -0.160216 -0.191748 -0.056 0.390 -0.024
H 0.760358 -1.779298 -0.357450 -0.892 -0.473 -0.278
H 0.953799 -1.025823 -3.041558 0.009 -0.042 -0.062
H 2.238866 -1.702831 -2.062319 0.005 -0.088 0.003
H 3.105304 0.327974 -1.632489 0.015 0.094 -0.062
H 1.817178 1.174927 -2.118856 -0.082 0.008 -0.087
O 1.426403 1.972661 0.840253 0.324 -0.059 -0.074
H 0.958416 1.859910 -0.007220 -0.021 0.332 0.224
H 1.012137 2.742934 1.244324 -0.062 -0.160 -0.066
O -0.653717 -4.142740 -0.655340 -0.125 0.647 -0.071
H -1.072501 -3.395613 -0.198503 0.032 -0.366 0.195
H -0.065020 -3.663213 -1.250701 0.125 -0.310 -0.072
O 0.128798 -2.266056 1.790326 0.957 -0.509 0.661
H 0.511291 -3.131006 1.999916 -0.546 -0.156 -0.190
H 0.901546 -1.709802 2.028891 -0.389 0.512 -0.217
O 2.032573 -0.267745 2.407616 -0.153 -0.124 0.082
H 1.707603 -0.062250 3.292437 0.103 0.086 -0.136
H 1.774234 0.490829 1.843658 0.086 0.093 0.143
O -0.040496 2.447547 -1.476199 -0.152 -0.175 -0.385
H -0.484231 1.788887 -2.042587 0.115 0.100 0.425
H -0.090689 3.300722 -1.916291 0.010 -0.024 -0.081
```
Positions in Å, forces in eV/Å.

DFT (ωB97M-V/def2-TZVPD) results for 7 unconnected molecules or ions with the total composition C6H24O8 in a non-equilibrium geometry.

**Structure (SMILES)**: CC(C)CCC(=O)O.O.O.O.O.O.O
**Energy relative to the best compared isomer or geometry (same formula, charge and spin)**: 0.0 kcal per mole
**Kohn-Sham gap**: 11.2 eV

The geometry in XYZ format:
```
38
Properties=species:S:1:pos:R:3:forces:R:3
C 0.734049 -1.165484 2.846582 1.283 -0.584 -0.448
C -0.054286 -0.124897 2.077050 -0.455 0.779 0.746
C 0.110366 1.219478 2.806928 0.502 -0.036 0.043
C -1.500417 -0.566385 1.856439 0.503 0.058 -0.240
C -2.305889 0.387832 0.968257 -0.721 -0.180 -0.067
C -2.201714 0.196819 -0.528074 0.717 -1.256 -0.071
O -3.105151 0.200920 -1.326252 -0.158 0.533 0.181
O -0.945705 -0.148058 -0.928187 -0.304 0.295 0.308
H 0.586532 -1.206154 3.926758 -0.665 0.091 -0.084
H 0.667287 -2.173739 2.421725 -0.390 0.093 0.122
H 1.803313 -0.952006 2.775536 0.125 0.204 -0.084
H 0.353232 0.077669 1.094414 0.167 -0.431 -0.309
H -0.335876 2.097399 2.347601 -0.395 -0.137 -0.174
H 1.177996 1.460075 2.823969 0.027 -0.084 0.080
H -0.193586 1.146236 3.845240 -0.269 0.035 0.216
H -1.481559 -1.571591 1.420925 -0.046 0.102 -0.109
H -2.007211 -0.700520 2.815001 -0.032 0.264 0.047
H -3.352922 0.194753 1.185992 -0.226 0.386 -0.070
H -2.093876 1.439789 1.176465 0.001 -0.067 0.148
H -0.995120 -0.373369 -1.886615 0.307 0.095 -0.237
O 2.275579 -1.027880 -0.177177 0.055 0.023 0.342
H 1.700366 -1.794129 -0.042169 -0.093 0.037 0.028
H 1.936952 -0.393317 0.469391 0.213 -0.171 -0.220
O 1.020099 1.198913 -3.194526 0.017 0.430 -0.105
H 1.165939 1.976409 -2.639125 -0.129 -0.019 -0.191
H 1.891049 0.988667 -3.560457 -0.133 -0.276 0.221
O -0.222053 2.926167 -0.691673 0.168 -0.361 -0.088
H -0.184538 1.982706 -0.932495 -0.271 0.349 0.150
H -1.113819 3.233487 -0.893348 0.125 -0.170 -0.082
O 0.015840 -3.000639 -0.534842 -0.019 0.307 -0.333
H -0.726737 -2.403068 -0.736855 0.449 -0.238 0.178
H 0.591129 -2.907494 -1.310189 -0.284 -0.158 0.083
O 3.466536 -0.053733 -2.561517 0.779 -0.005 0.573
H 3.767639 -0.725672 -1.923621 -0.419 -0.062 -0.515
H 3.464434 0.704535 -1.963976 -0.157 0.121 -0.215
O -1.289360 -0.433717 -3.710251 -0.121 -0.060 0.366
H -2.000477 0.091007 -3.315603 -0.228 0.011 -0.368
H -0.618023 0.198998 -4.001327 0.075 0.081 0.180
```
Positions in Å, forces in eV/Å.

DFT (ωB97M-V/def2-TZVPD) results for a molecular structure, C6H25B2O3Pt in a non-equilibrium geometry.

**Charge**: -1
**<S²>**: 2.04
**2S+1**: 3
**Energy relative to the best compared isomer or geometry (same formula, charge and spin)**: 97.0 kcal per mole
**Kohn-Sham gap (spin up / spin down)**: 4.5 / 4.5 eV

The geometry in XYZ format:
```
37
Properties=species:S:1:pos:R:3:forces:R:3
Pt -1.014058 1.483515 -0.307796 -1.022 0.535 0.210
B -4.608038 0.131595 0.424114 1.107 -0.316 -0.227
H -5.650768 0.076915 0.696054 -4.165 -0.038 1.329
H -4.359118 -0.781775 -0.093606 1.132 -3.553 -2.234
H -4.535608 1.022645 -0.180066 0.405 3.727 -2.910
H -3.992048 0.250585 1.301974 2.460 0.337 3.868
B -0.840628 5.568345 -0.565876 -0.108 -0.495 -0.155
H 0.121662 5.117655 -0.753286 4.297 -1.747 -0.900
H -1.498978 5.282245 -1.371456 -2.683 -1.092 -3.449
H -1.235318 5.088815 0.316464 -1.731 -1.581 4.046
H -0.766838 6.644695 -0.549336 0.319 4.228 0.472
C 1.774082 -1.540765 -5.710966 0.513 0.331 0.654
C 2.483742 -0.362605 -5.071646 -1.414 1.251 0.462
O 1.517162 0.501205 -4.464926 1.416 -0.765 -0.571
H 1.150352 -1.942515 -4.912426 -0.004 -0.469 -0.258
H 2.586862 -2.217835 -5.973766 -0.447 -0.465 -0.320
H 1.137572 -1.249915 -6.546656 0.245 -0.066 -0.007
H 3.023112 0.245655 -5.797726 -0.164 0.376 -0.371
H 3.276502 -0.649395 -4.380736 -0.155 -0.208 0.442
C -0.730928 1.910255 5.434664 1.427 0.063 0.417
C 0.575092 2.658665 5.042644 -0.023 -0.001 0.597
O 0.969252 2.263615 3.753124 -0.351 -0.509 -0.972
H -0.570678 0.850985 5.233724 -0.267 0.026 -0.703
H -1.641398 2.316395 4.993994 0.224 -0.179 -0.107
H -0.814158 1.862915 6.520454 -0.193 0.645 0.161
H 1.404292 2.445915 5.717374 -0.123 -0.552 0.500
H 0.517072 3.744225 5.121874 -0.636 0.223 -0.231
H 1.863312 2.533395 3.530684 -0.070 0.254 0.267
C 1.711292 -5.372865 -0.473416 -0.969 -0.843 -1.052
C 0.360522 -4.742145 -0.066146 1.303 0.633 0.681
O 0.694192 -3.382885 0.121924 -0.148 1.258 0.257
H 2.155502 -4.713525 -1.219106 -0.141 -0.028 -0.154
H 1.541102 -6.338855 -0.948806 0.208 -0.205 -0.005
H 2.488172 -5.506605 0.279374 -0.485 0.107 0.538
H -0.026458 -5.047225 0.906104 -0.165 -0.887 -0.184
H -0.447558 -4.729295 -0.797556 0.328 -0.531 -0.189
H 1.381742 -3.422025 0.790774 0.078 0.537 0.099
```
Positions in Å, forces in eV/Å.